44
Properties=species:S:1:pos:R:3 method="wB97M-V/def2-TZVPD" spin_multiplicity=1 homo_energy_ev=-9.7 relative_energy_kj_mol=982.0 homo_lumo_gap_ev=8.55
C 3.2474 -1.7630 -0.0900
N 4.7180 -1.7893 -0.1087
O 5.2763 -0.9850 -0.8933
O 5.2159 -2.6275 0.6168
H 2.9583 -0.9379 -0.7410
H 2.9666 -1.5365 0.9386
H 2.9141 -2.7349 -0.4540
C -2.4215 0.9695 -0.8963
N -1.9792 1.9890 -1.9507
O -0.8923 2.5115 -1.7640
O -2.6833 2.2328 -2.9120
H -2.9628 0.1975 -1.4432
H -3.0719 1.5116 -0.2098
H -1.5152 0.6164 -0.4043
C 1.0207 1.0643 0.2985
N 0.6994 -0.3860 -0.0563
O 1.4075 -1.2663 0.3198
O -0.3593 -0.5674 -0.7167
H 1.0807 1.0867 1.3866
H 0.2445 1.6991 -0.1289
H 1.9637 1.2928 -0.1982
C -2.6697 -0.9853 1.1622
N -1.3342 -0.8034 1.7874
O -0.8736 -1.6895 2.4680
O -0.7554 0.1687 1.5682
H -3.0592 -1.9640 1.4423
H -2.6915 -0.9355 0.0735
H -3.2543 -0.1553 1.5589
Br 1.3050 5.1787 2.1407
C -0.2179 5.0667 0.7182
C -0.4350 3.6541 0.1094
Br 1.3163 3.1974 -0.8097
H 0.1084 5.7122 -0.0973
H -1.1183 5.5191 1.1338
H -1.1836 3.6101 -0.6816
H -0.6369 2.9840 0.9450
Br -2.1421 -3.5926 0.9110
C -0.9506 -4.0632 -0.5947
C 0.3372 -3.2325 -0.4312
Br 1.5684 -3.6009 -1.9606
H -1.5532 -3.8090 -1.4667
H -0.6832 -5.1198 -0.5826
H 0.9353 -3.5600 0.4191
H 0.1605 -2.1572 -0.4067